1.
{
  "formula": "C10H10O4Si",
  "method": "ωB97M-V/def2-TZVPD",
  "mol_weight_g_mol": 222.3,
  "total_charge": -2,
  "relative_energy_kcal_mol": 27.6,
  "homo_ev": [0.8107, 0.8113],
  "species": ["C", "C", "C", "C", "C", "C", "C", "C", "C", "C", "O", "O", "O", "O", "Si", "H", "H", "H", "H", "H", "H", "H", "H", "H", "H"],
  "xyz": [[-1.81861, -0.61745, -2.96788], [-1.38472, 0.60135, -2.34757], [-1.32538, -1.78931, -2.44192], [-0.67776, 0.69737, -1.16533], [-0.23791, -1.70417, -1.36624], [-0.07881, -0.45119, -0.55334], [0.78426, -1.49214, 3.20218], [1.10388, -2.06389, -2.29519], [0.94414, 1.63529, 1.87563], [1.61975, -1.43195, 1.89546], [1.08694, -2.29124, 4.12204], [1.80832, -1.09063, -2.59756], [-0.27727, -0.81664, 3.09577], [1.15317, -3.22588, -2.62271], [0.43504, -0.16629, 1.13628], [-2.65283, -0.56201, -3.58322], [-1.74662, 1.63144, -2.84767], [-1.65126, -2.81821, -2.61761], [-0.58636, 1.59148, -0.66913], [-0.27783, -2.55714, -0.64657], [0.04118, 2.30825, 1.87063], [1.25788, 1.30463, 2.86517], [1.89366, 2.13982, 1.59235], [1.81004, -2.40025, 1.47171], [2.56692, -0.99407, 2.15815]],
  "forces_ev_per_a": [[1.9, -2.1, 2.5], [-0.3, 3.9, -0.3], [-0.5, 1.4, 1.1], [-0.7, -2.6, -2.0], [1.6, -1.7, -0.2], [-1.0, 1.5, 0.3], [1.4, -3.3, 0.2], [-1.2, 2.8, 1.4], [-0.3, -0.9, -0.5], [-0.8, 1.3, 1.0], [-0.3, 1.3, -0.5], [0.5, 0.2, -0.1], [-0.8, 1.4, -0.7], [0.3, -2.9, -0.8], [1.0, -0.2, -0.2], [-1.2, -0.2, -1.5], [0.7, -2.3, 1.1], [-0.1, 0.5, -0.5], [0.2, 2.4, 0.8], [-0.2, 0.2, -0.8], [1.2, -0.5, 0.3], [-0.8, 0.1, 0.5], [-0.9, -0.2, -0.9], [-0.2, -0.4, -0.3], [0.7, 0.2, -0.1]]
}

---

2.
{
  "formula": "C10H11AuCl3F4N2O4SeSi",
  "method": "ωB97M-V/def2-TZVPD",
  "mol_weight_g_mol": 709.6,
  "total_charge": -1,
  "relative_energy_kcal_mol": 19.8,
  "homo_ev": [-4.6096, -4.6101],
  "species": ["Au", "C", "N", "C", "C", "C", "N", "C", "C", "F", "C", "F", "C", "C", "F", "C", "F", "H", "H", "H", "H", "H", "H", "H", "H", "H", "H", "H", "Cl", "Si", "Cl", "Cl", "O", "Se", "O", "O", "O"],
  "xyz": [[-0.53001, -1.01152, -0.69929], [2.12722, -0.72738, -2.60055], [1.72806, -0.06931, -1.36296], [2.71559, -0.23404, -0.31001], [1.36039, 1.31352, -1.57912], [0.66059, 1.93569, -0.36960], [-0.19776, 0.99633, 0.33186], [-1.04135, 1.44242, 1.27198], [-1.95474, 0.56335, 1.92737], [-1.98221, -0.74571, 1.58279], [-2.81835, 0.96471, 2.91658], [-3.63349, 0.05185, 3.47891], [-2.87130, 2.27201, 3.36357], [-1.99587, 3.15302, 2.76588], [-1.98884, 4.43992, 3.17149], [-1.11787, 2.77583, 1.77360], [-0.27299, 3.73934, 1.32034], [3.03741, -0.27539, -3.02795], [1.31879, -0.64722, -3.32889], [2.31189, -1.78096, -2.40464], [3.65867, 0.27697, -0.56258], [2.91227, -1.29448, -0.16389], [2.32689, 0.16780, 0.62473], [0.67875, 1.33993, -2.42545], [2.24414, 1.92467, -1.82703], [0.09853, 2.79626, -0.74497], [1.41833, 2.32197, 0.32368], [-3.55357, 2.58538, 4.13854], [-3.51319, -3.35070, -1.07410], [-1.52297, -3.04256, -1.40779], [-1.19396, -3.63938, -3.33160], [-1.80735, 0.42866, -2.16039], [-0.84778, -4.15529, -0.40322], [0.78892, -3.73744, 0.11032], [1.61841, -3.58947, -1.24048], [0.56245, -2.30201, 0.84476], [1.27629, -4.88679, 1.07812]],
  "forces_ev_per_a": [[-0.9, 0.9, 0.3], [0.2, 0.1, 0.0], [0.0, -0.4, -0.1], [0.0, 0.0, 0.0], [-0.1, 0.1, 0.2], [0.1, 0.1, 0.2], [0.2, -0.8, -0.3], [0.0, 0.1, 0.1], [0.0, 0.1, 0.0], [0.0, 0.1, 0.0], [0.1, 0.1, 0.0], [0.0, 0.0, -0.1], [-0.1, 0.1, 0.1], [0.0, -0.1, 0.0], [0.0, 0.0, 0.0], [0.0, -0.1, 0.0], [-0.1, 0.0, 0.1], [0.0, 0.0, 0.0], [0.0, 0.0, 0.0], [0.0, 0.0, 0.0], [0.0, 0.0, 0.0], [0.0, 0.0, 0.0], [0.0, 0.0, 0.0], [0.0, 0.0, -0.1], [0.0, 0.0, 0.0], [0.1, 0.0, 0.0], [0.0, 0.1, -0.1], [0.0, 0.0, 0.0], [-0.1, 0.4, 0.0], [0.1, 0.4, -0.2], [0.0, 0.2, -0.2], [0.4, -1.4, 0.6], [0.4, -0.1, 0.3], [0.5, -1.3, -0.4], [0.2, 0.2, -0.7], [-1.1, 1.8, -0.3], [-0.1, -0.4, 0.7]]
}

---

3.
{
  "formula": "C10H11BCl4F9O2",
  "method": "ωB97M-V/def2-TZVPD",
  "mol_weight_g_mol": 486.8,
  "total_charge": -1,
  "homo_ev": -5.3076,
  "species": ["O", "C", "O", "C", "C", "B", "C", "C", "C", "F", "F", "C", "F", "F", "C", "F", "F", "C", "F", "F", "F", "H", "H", "H", "H", "H", "H", "H", "H", "H", "H", "H", "C", "Cl", "Cl", "Cl", "Cl"],
  "xyz": [[0.71501, 3.19216, 3.04096], [0.83806, 2.04102, 2.54697], [0.52822, 0.95493, 3.37421], [0.18264, -0.24420, 2.58020], [-1.40453, -0.54365, 2.62174], [-1.77843, -2.06920, 2.13681], [-2.05089, -2.20365, 0.48983], [-0.65664, -2.51787, -0.21360], [-0.04661, -1.49330, -1.24392], [0.12090, -2.19691, -2.49302], [1.29575, -1.18167, -0.78791], [-0.81917, -0.13443, -1.51164], [-2.03194, -0.48576, -2.18934], [-1.10799, 0.60844, -0.33450], [-0.08486, 0.91093, -2.49061], [1.04760, 0.41203, -3.14557], [0.37517, 1.99812, -1.68391], [-1.02618, 1.56780, -3.59950], [-1.32573, 0.69507, -4.67472], [-2.16694, 2.20171, -3.08874], [-0.25845, 2.61053, -4.19738], [1.23414, 1.96473, 1.48291], [0.54682, -0.03930, 1.50674], [0.79486, -1.14553, 2.93842], [-2.01173, 0.28363, 2.11390], [-1.68632, -0.48303, 3.74111], [-0.97172, -2.86613, 2.51988], [-2.81570, -2.35744, 2.66742], [-2.67241, -1.35331, 0.07144], [-2.70326, -3.15218, 0.39364], [-0.75047, -3.53801, -0.74136], [0.12152, -2.69736, 0.61613], [4.11309, 2.25186, -0.48870], [2.97828, 0.89978, -0.67626], [5.76901, 1.68281, -0.79624], [3.70327, 3.53359, -1.64885], [4.00563, 2.89378, 1.16348]],
  "forces_ev_per_a": [[0.6, -3.5, -1.8], [-0.8, 2.9, 3.4], [0.8, 1.2, -3.1], [-0.8, -0.7, -1.1], [1.3, 0.8, 1.4], [-1.0, 1.0, -0.8], [-0.2, -1.2, 0.3], [-0.2, -0.6, -0.1], [1.2, -2.1, 0.6], [-0.2, 2.0, 1.8], [-2.3, -0.1, -1.2], [-1.1, 0.6, -0.3], [2.2, 0.8, 1.5], [0.5, -2.2, -2.6], [1.4, 1.3, 0.6], [-2.3, 0.6, 1.1], [-1.0, -2.0, -1.8], [0.1, 1.8, -2.1], [0.3, 1.9, 3.0], [2.5, -2.0, -1.1], [-1.6, -2.2, 1.3], [-0.7, -0.8, 1.2], [-0.6, -0.4, 1.4], [-1.0, 1.4, -0.1], [1.0, -0.9, 0.5], [0.5, 0.0, -1.5], [0.7, -0.4, 0.0], [-0.6, -0.1, 0.4], [1.0, -0.9, 0.3], [1.0, 1.4, -0.2], [0.4, 1.7, 0.4], [-1.0, 0.6, -1.4], [-0.2, -0.1, 0.1], [0.6, 0.4, 0.2], [-0.2, 0.1, 0.0], [0.1, -0.2, 0.1], [0.0, -0.1, -0.3]]
}

---

4.
{
  "formula": "C10H11Br9N2O4",
  "method": "ωB97M-V/def2-TZVPD",
  "mol_weight_g_mol": 942.3,
  "homo_ev": -10.1610,
  "species": ["C", "N", "O", "O", "H", "H", "H", "C", "C", "C", "C", "C", "C", "N", "O", "O", "H", "H", "H", "H", "H", "C", "Br", "Br", "Br", "H", "C", "Br", "Br", "Br", "H", "C", "Br", "Br", "Br", "H"],
  "xyz": [[-1.69443, 3.60891, 3.06141], [-2.24528, 2.39407, 3.77213], [-2.79111, 1.54203, 3.08390], [-2.06977, 2.31705, 4.95828], [-2.04798, 4.47968, 3.59532], [-1.95209, 3.44553, 2.02636], [-0.62274, 3.48105, 3.21073], [4.79252, -4.46441, -0.34701], [3.49046, -4.66140, -0.81033], [2.46876, -3.78624, -0.42320], [2.79370, -2.72218, 0.38378], [4.08536, -2.49849, 0.83759], [5.08834, -3.38273, 0.47596], [1.71879, -1.86720, 0.89392], [0.59714, -2.04603, 0.45117], [2.01235, -1.02624, 1.71005], [5.53938, -5.16103, -0.70847], [3.25193, -5.56241, -1.35874], [1.45828, -4.01585, -0.72449], [4.32792, -1.66096, 1.47379], [6.11079, -3.27145, 0.81015], [1.60067, 0.20406, -3.45133], [0.82918, 0.43735, -5.19996], [2.79817, 1.60017, -2.91250], [2.43685, -1.52354, -3.32134], [0.77672, 0.26025, -2.75744], [-1.70556, 1.40804, -0.20279], [-0.38165, 2.77614, -0.45508], [-1.31744, -0.17247, -1.21291], [-3.43897, 2.09372, -0.60737], [-1.70952, 1.11320, 0.83713], [-6.74998, 3.23604, -1.46174], [-8.14950, 3.57595, -2.74894], [-7.46741, 2.44359, 0.11731], [-5.77864, 4.85628, -1.07430], [-6.05525, 2.54954, -1.92106]],
  "forces_ev_per_a": [[0.3, -1.4, 0.6], [-0.2, -0.1, -0.7], [0.2, 0.3, 0.2], [0.0, 0.1, 0.5], [-0.2, 0.2, -0.3], [-0.2, 0.7, -0.1], [0.0, 0.3, -0.1], [-0.6, 0.0, -0.6], [0.0, 0.3, 0.7], [0.4, -1.0, -0.4], [0.2, -0.1, 0.4], [0.4, 0.0, 0.1], [0.1, -0.4, -0.4], [-0.3, 0.0, -0.6], [0.2, -0.1, 0.2], [0.0, 0.3, 0.3], [0.2, 0.1, 0.4], [0.0, 0.2, -0.2], [-0.1, 0.3, 0.1], [-0.3, 0.0, 0.0], [-0.1, 0.3, 0.1], [-0.1, 0.0, -0.1], [0.1, 0.2, 0.0], [0.1, 0.1, -0.2], [0.0, 0.0, 0.1], [0.0, -0.2, 0.1], [0.0, -0.2, 0.0], [0.2, 0.0, 0.0], [-0.1, -0.1, -0.1], [-0.3, 0.1, 0.0], [0.0, 0.1, 0.1], [-0.2, 0.3, -0.2], [0.1, 0.0, 0.0], [0.0, -0.1, 0.2], [0.0, 0.0, 0.0], [0.0, -0.1, 0.0]]
}

---

5.
{
  "formula": "C10H11ClN3",
  "method": "ωB97M-V/def2-TZVPD",
  "mol_weight_g_mol": 208.7,
  "total_charge": 1,
  "relative_energy_kcal_mol": 79.1,
  "smiles": "C[N+](=c1cc[nH]cc1)n1cccc1Cl",
  "homo_ev": -11.4675,
  "species": ["C", "C", "C", "C", "C", "C", "C", "C", "C", "C", "N", "N", "N", "Cl", "H", "H", "H", "H", "H", "H", "H", "H", "H", "H", "H"],
  "xyz": [[3.23889, 0.42777, 1.65254], [2.61418, -0.65432, 2.17864], [-2.14484, 0.14235, -1.02282], [-0.03647, -0.98635, -1.05888], [2.35724, 1.18545, 0.94080], [-2.55149, -0.70971, -2.02937], [-0.56533, -1.96759, -1.84384], [-0.83604, 0.13692, -0.57441], [1.27540, -0.59351, 1.77942], [-0.92832, 2.17889, 0.74261], [1.14982, 0.54081, 1.03609], [-1.76128, -1.71658, -2.44010], [-0.28822, 1.02315, 0.23079], [0.03180, -1.76975, 1.89908], [4.20888, 0.78247, 1.66183], [3.22862, -1.29708, 2.76059], [-2.73076, 0.91991, -0.56037], [0.90940, -1.21325, -0.72572], [2.23831, 2.01269, 0.37952], [-3.59730, -0.50940, -2.43673], [-0.08401, -2.85482, -2.20699], [-0.46599, 2.48570, 1.67737], [-1.19634, 2.85227, -0.05320], [-1.95530, 1.82476, 1.23870], [-2.11084, -2.24079, -3.22555]],
  "forces_ev_per_a": [[-0.4, 2.8, -1.8], [-1.3, -1.0, 0.2], [-0.3, 0.8, -0.1], [-2.0, -0.4, -0.2], [-2.0, -1.9, 0.6], [-1.4, 1.2, 0.6], [-0.3, 1.6, -0.9], [2.5, -3.0, -1.0], [0.6, -1.1, 0.5], [-3.2, -1.5, 2.5], [-4.0, 0.7, -1.8], [-1.5, 0.5, 0.0], [4.6, -1.4, 2.3], [0.1, 0.3, 0.4], [2.0, 0.0, 0.6], [-0.6, -1.1, 0.5], [-0.8, -0.1, -0.6], [2.0, 0.1, 1.0], [1.0, 2.9, -1.6], [1.7, -0.9, 0.2], [0.5, -0.1, 0.2], [0.6, 0.8, -0.7], [0.5, 0.8, 0.1], [1.6, 0.6, -1.2], [0.2, -0.5, 0.1]]
}